[1]
Here is a single C5H7NO molecule from the OMol25 dataset. Energies are from ωB97M-V/def2-TZVPD.

The geometry in XYZ format:
```
14
Properties=species:S:1:pos:R:3:forces:R:3
C 0.341 -1.404 -2.148 0.0183 0.1055 0.1489
C 0.134 -0.857 -0.975 -0.2395 -0.2095 0.0819
C -0.336 -0.596 0.225 0.1092 0.2055 -0.1603
O -1.361 -1.374 0.727 -0.0023 -0.1626 0.0060
C -0.008 0.463 1.215 0.0932 -0.1935 0.0344
C 0.836 1.640 0.935 0.3235 -0.0014 -0.0702
N -0.606 1.800 1.088 -0.2174 0.0767 -0.1297
H 1.020 -2.251 -2.267 -0.0177 0.2604 -0.0208
H -0.183 -1.056 -3.039 0.2055 0.0059 0.1530
H -1.460 -2.126 0.132 -0.1607 -0.0162 0.0533
H -0.039 0.072 2.231 0.0192 0.1102 -0.1424
H 1.282 1.753 -0.050 -0.1230 -0.0914 0.0912
H 1.422 2.052 1.753 -0.0572 -0.0608 -0.1716
H -1.040 1.883 0.171 0.0490 -0.0289 0.1262
```
Positions in Å, forces in eV/Å.

**Structure (SMILES)**: C=C=C(O)[C@H]1CN1
**Frontier orbital gap**: 0.3511 Eh
**HOMO energy**: -8.8 eV

[2]
Here is a single C5H7NO molecule from the OMol25 dataset. Energies are from ωB97M-V/def2-TZVPD.

The geometry in XYZ format:
```
14
Properties=species:S:1:pos:R:3:forces:R:3
C -1.737 -0.693 -0.105 0.0354 -0.2659 0.1719
N -2.002 0.516 -0.950 0.0393 0.2126 -0.0499
C -0.752 0.348 -0.292 -0.0481 -0.1410 -0.0067
C 1.270 -0.808 1.297 0.3925 0.1880 -0.1115
C 1.766 -0.212 0.004 -0.0824 -0.0003 0.0615
C 0.640 0.671 -0.503 0.1117 -0.0394 -0.1783
O -0.143 1.224 0.606 -0.0706 0.1888 0.2088
H -2.200 -0.766 0.876 0.0298 0.0473 -0.1578
H -1.659 -1.622 -0.664 -0.0411 0.1365 0.1234
H -2.557 1.193 -0.428 0.0475 -0.0871 -0.1278
H 1.972 -0.497 2.103 -0.1590 -0.1250 -0.1834
H 1.914 -1.054 -0.693 -0.0695 0.0911 0.0507
H 2.695 0.375 0.023 -0.1441 -0.0869 0.0925
H 0.894 1.403 -1.269 -0.0414 -0.1186 0.1065
```
Positions in Å, forces in eV/Å.

**Frontier orbital gap (alpha / beta)**: 0.3116 / 0.3114 Eh
**HOMO energy (alpha / beta)**: -8.9 / -8.9 eV

[3]
Here is a single C5H7NO molecule from the OMol25 dataset. Energies are from ωB97M-V/def2-TZVPD.

The geometry in XYZ format:
```
14
Properties=species:S:1:pos:R:3:forces:R:3
C 1.407 -0.462 -1.796 0.0730 0.0366 -0.0396
C 0.452 -0.079 -0.695 -0.2370 0.0640 -0.1472
C -0.862 0.134 -0.914 0.0909 -0.0334 -0.2761
O -1.522 0.334 0.256 -0.0653 -0.0442 0.0490
C -0.620 0.235 1.262 0.0621 -0.0738 -0.1927
N -1.280 0.218 2.497 0.1171 0.0381 -0.0100
C 0.633 0.014 0.738 -0.2054 0.0748 0.0764
H 2.453 -0.225 -1.584 -0.1769 0.0502 0.0939
H 1.126 0.057 -2.721 0.1051 -0.0751 0.1612
H 1.350 -1.537 -2.011 0.0486 0.2004 0.1603
H -1.463 0.176 -1.807 0.0400 -0.0504 0.0310
H -2.277 0.308 2.326 0.2393 -0.0085 0.1446
H -0.996 0.860 3.223 0.3053 -0.0013 -0.2454
H 1.599 -0.032 1.228 -0.3968 -0.1773 0.1948
```
Positions in Å, forces in eV/Å.

**Structure (SMILES)**: Cc1coc(N)c1
**Frontier orbital gap**: 0.3204 Eh
**HOMO energy**: -7.7 eV

[4]
Here is 2 unconnected molecules or ions with the total composition C5H7NO from the OMol25 dataset. Energies are from ωB97M-V/def2-TZVPD.

The geometry in XYZ format:
```
14
Properties=species:S:1:pos:R:3:forces:R:3
H 2.178 -2.205 -0.268 0.0402 -0.0614 0.2717
N 1.581 -1.945 0.521 -0.1765 0.2288 -0.1711
C 0.692 -1.154 0.087 -0.0153 -0.2997 0.0290
C -0.500 -0.672 0.831 0.1622 -0.3382 0.0998
C -1.250 0.555 0.394 -0.6851 -0.4150 0.0588
C -1.611 -0.537 -0.184 -0.5506 0.1722 0.2387
H 0.571 -0.876 -0.970 0.3973 -0.1839 0.0575
H -0.680 -1.055 1.837 0.0774 -0.1838 -0.2297
H -1.533 1.561 0.647 0.2339 0.0923 -0.0692
H -2.204 -1.088 -0.886 -0.2132 -0.0180 0.0946
C 0.676 1.852 -0.498 0.6617 0.2011 -0.2977
O 1.532 1.045 -0.759 -0.0865 0.8169 -0.0379
H -0.064 2.185 -1.246 0.0727 -0.0017 -0.0166
H 0.613 2.334 0.493 0.0819 -0.0097 -0.0278
```
Positions in Å, forces in eV/Å.

**Structure (SMILES)**: [H]/N=C/C1C=C1.C=O
**Frontier orbital gap**: 0.3603 Eh
**HOMO energy**: -9.5 eV

[5]
Here is a single C5H7NO molecule from the OMol25 dataset. Energies are from ωB97M-V/def2-TZVPD.

The geometry in XYZ format:
```
14
Properties=species:S:1:pos:R:3:forces:R:3
C -1.779 -0.169 -0.217 -0.2189 0.3092 -0.1309
C -0.695 0.587 -0.431 -0.2299 -0.1071 0.1807
C 0.404 0.114 -1.284 -0.0711 -0.1607 0.0921
C 1.246 -0.150 -0.257 -0.1487 -0.1431 -0.0776
N 1.558 -1.456 0.078 0.3125 0.0199 0.0720
O 1.244 0.763 0.761 0.0325 -0.2020 0.0858
C -0.027 1.449 0.613 -0.2542 0.2302 0.0452
H -2.383 -0.063 0.677 -0.0966 0.2061 -0.1703
H -2.034 -0.967 -0.913 -0.0916 0.2312 0.0804
H 0.246 -0.630 -2.055 0.0044 0.0618 0.1232
H 0.617 -1.865 0.148 0.5730 -0.4319 -0.0770
H 1.982 -1.515 0.996 0.2091 0.0246 -0.0786
H -0.517 1.416 1.586 -0.0494 0.0903 -0.1346
H 0.136 2.484 0.298 0.0290 -0.1285 -0.0104
```
Positions in Å, forces in eV/Å.

**Structure (SMILES)**: C=C1C=C(N)OC1
**Frontier orbital gap**: 0.3245 Eh
**HOMO energy**: -8.0 eV

[6]
Here is a single C5H7NO molecule at a distorted geometry from the OMol25 dataset. Energies are from ωB97M-V/def2-TZVPD.

The geometry in XYZ format:
```
14
Properties=species:S:1:pos:R:3:forces:R:3
O 1.350 2.284 0.520 -0.2176 -0.7671 -0.1199
C 0.764 1.249 0.239 0.0184 0.3236 -0.3335
C 1.369 -0.113 0.299 0.3199 -0.4048 -1.6507
C 0.524 -1.321 0.165 -1.2809 -0.7169 0.5047
C -0.740 -1.196 -0.268 0.0834 -0.3840 0.6179
C -1.400 0.136 -0.035 -0.2366 -0.1007 0.0490
N -0.484 1.235 -0.341 -0.0387 0.1987 0.1122
H 2.356 -0.147 0.771 -0.4330 -0.2430 -0.3184
H 1.243 -0.548 -0.841 2.4140 2.2976 1.0754
H 1.098 -2.240 0.148 -0.2668 -0.2050 -0.1229
H -1.251 -2.016 -0.746 -0.2444 -0.0826 0.2764
H -1.691 0.162 1.030 -0.1469 0.1726 -0.1856
H -2.307 0.269 -0.625 0.1097 -0.0752 -0.0181
H -0.878 2.159 -0.444 -0.0802 -0.0130 0.1135
```
Positions in Å, forces in eV/Å.

**Structure (SMILES)**: O=C1CC=CCN1
**Frontier orbital gap**: 0.3444 Eh
**HOMO energy**: -8.6 eV

[7]
Here is a molecular structure, C5H7NO at a distorted geometry from the OMol25 dataset. Energies are from ωB97M-V/def2-TZVPD.

The geometry in XYZ format:
```
14
Properties=species:S:1:pos:R:3:forces:R:3
O -0.832 1.935 -1.123 0.0886 0.0284 0.1457
C -0.648 0.542 -1.153 -0.1356 -0.4563 -0.3596
C 0.694 0.000 -0.697 0.2638 0.1849 -0.4564
C 0.359 0.269 0.786 -1.5366 -0.4532 0.0152
C 0.764 -1.143 1.112 -0.0213 -0.3508 0.2030
N 0.095 -1.345 -0.240 0.2274 -0.5208 -0.4904
C -0.932 -0.276 0.104 -0.3665 -0.1977 -0.0494
H -0.244 2.314 -0.453 -0.1840 -0.0747 -0.1794
H -1.053 0.166 -2.089 -0.0260 -0.0030 -0.0817
H 1.661 -0.008 -1.209 -0.0557 0.2033 0.2504
H -0.068 1.074 1.331 1.6169 1.6861 1.1379
H 1.819 -1.439 1.067 -0.0937 0.3016 0.1654
H 0.279 -1.590 1.982 -0.1088 -0.2782 -0.2351
H -1.895 -0.498 0.582 0.3317 -0.0695 -0.0657
```
Positions in Å, forces in eV/Å.

**Frontier orbital gap**: 0.3636 Eh
**HOMO energy**: -9.0 eV

[8]
Here is a single C5H7NO molecule from the OMol25 dataset. Energies are from ωB97M-V/def2-TZVPD.

The geometry in XYZ format:
```
14
Properties=species:S:1:pos:R:3:forces:R:3
C -2.278 0.468 -0.188 0.0777 0.1810 -0.1249
C -0.978 0.134 -0.273 -0.0608 -0.0575 0.1827
C 0.277 0.699 -0.737 -0.1592 -0.0407 0.1058
C 1.256 0.024 -0.069 -0.0511 0.0625 -0.0871
N 2.608 0.257 -0.022 -0.1403 0.0371 0.1049
O 0.835 -1.035 0.669 0.1150 0.2164 0.0160
C -0.582 -1.136 0.411 -0.0538 -0.0535 0.0228
H -2.828 1.065 -0.900 0.2444 0.5880 0.2701
H -2.803 0.114 0.700 -0.2847 -0.4676 -0.6373
H 0.413 1.684 -1.168 -0.0096 -0.2992 -0.1702
H 3.128 -0.219 0.701 -0.2351 0.0003 -0.0326
H 2.897 1.215 -0.164 -0.0865 -0.1791 -0.0838
H -1.219 -1.269 1.287 0.6052 -0.2360 0.4069
H -0.728 -2.002 -0.247 0.0390 0.2483 0.0266
```
Positions in Å, forces in eV/Å.

**Structure (SMILES)**: C=C1C=C(N)OC1
**Frontier orbital gap**: 0.3033 Eh
**HOMO energy**: -7.4 eV